ORCA calculation (ωB97M-V/def2-TZVPD) on C5H8N2 in the gas phase at a distorted geometry.

Positions of all 15 atoms, in Å:
1 C 0.63 -0.05 -2.39
2 C -0.56 0.07 -1.74
3 C -0.87 -0.11 -0.30
4 C 0.72 -0.74 1.67
5 C 0.62 0.61 1.54
6 H 1.46 -0.12 -1.79
7 H 0.83 0.38 -3.40
8 H -1.49 0.61 -2.29
9 H -2.38 0.03 0.99
10 H -0.02 -1.44 2.07
11 H 1.73 -1.32 1.81
12 H 1.29 1.40 1.65
13 H -0.42 1.01 1.79
14 N -2.06 -0.28 0.03
15 N 0.52 -0.06 0.36

HOMO-LUMO gap in eV: 10.03
Electronic energy in Ha: -304.6652
Lowest unoccupied orbital energy in Ha: 0.019
Net charge: 0
M in g/mol: 96.13
HOMO energy in eV: -9.497
Structure (SMILES): [H]/N=C(/C=C)N1CC1